Formula: C35H33FO7
Source: OMol25
Level of theory: ωB97M-V/def2-TZVPD

The geometry in XYZ format:
```
76
Properties=species:S:1:pos:R:3:forces:R:3
H -2.21185 -0.83182 5.50314 -0.42 0.17 -1.68
C 0.97169 1.26847 1.14845 -2.68 -2.33 -0.14
H -3.56158 -6.72740 -1.64632 1.52 0.32 -1.53
H 0.54595 3.62216 3.57252 -1.07 1.04 -1.09
C -1.23462 -1.46448 3.55342 0.02 -0.11 -0.35
C -0.89629 0.05870 -0.44456 1.49 0.41 2.61
H 5.74893 7.34302 3.29520 -0.02 -0.13 -0.02
C 1.33561 2.21149 -2.75528 -2.23 -1.65 6.06
C 0.01334 -2.20518 -5.59717 3.01 -0.85 -1.78
H -1.99786 4.13952 4.27553 -0.24 -1.61 -1.13
H -1.57892 -2.50958 3.17629 0.80 1.82 0.62
C 1.72397 -1.82367 -7.79005 -0.95 -2.47 4.14
C 4.72355 5.46027 3.02926 0.79 0.98 0.19
C -2.05308 -4.01920 -3.68891 -0.59 0.73 3.66
H -2.50528 2.11852 5.53639 1.21 -0.58 -1.66
H 4.65405 5.63006 1.94897 -0.12 -0.01 0.06
H 3.60978 -3.23967 -7.77812 -1.64 0.27 1.16
C 2.23137 -3.71634 -5.86355 -1.44 2.25 -1.51
C -2.47768 -0.83391 4.38445 -0.69 0.03 -0.66
H 2.01906 -1.29954 -8.77024 -0.71 -0.85 1.84
H 0.63218 -3.91888 -4.06043 0.74 1.09 -1.96
C 2.65180 -2.97748 -7.20664 -3.70 1.29 1.92
H -0.26041 -0.63119 -7.36753 1.28 -1.64 0.87
C -1.51044 -7.41444 -2.28027 3.80 -0.10 3.26
C -2.49244 -4.89407 -2.42196 0.70 3.68 0.64
C 5.83708 6.30191 3.61604 0.25 -0.15 0.15
H -0.35666 5.19908 2.92508 0.11 -1.66 0.02
C 0.42842 -1.47311 -6.96300 2.01 -2.08 0.75
O 4.96456 4.07235 3.23485 -0.80 -0.58 0.02
C -2.57857 -1.83276 0.55208 -1.65 -0.02 1.19
O 3.55457 2.28966 3.26657 0.09 1.31 -0.01
O 2.74835 4.40928 3.41468 0.60 -0.56 -0.04
C 0.92646 -3.36470 -5.03557 0.75 2.34 -3.64
H -3.28025 -6.75668 -3.51207 0.86 0.53 1.83
O -0.62040 -7.27498 -1.39425 -4.79 -0.62 -4.72
H 6.81240 5.91782 3.30622 -0.14 0.10 -0.12
C -0.75397 -0.60997 2.28097 1.61 2.21 -2.59
H -1.93751 -4.59272 -4.68548 -0.16 1.29 1.74
C 0.30407 1.10072 -0.28803 -0.70 -0.74 1.64
O -1.96612 0.68446 -2.68979 1.73 -4.12 3.56
C -1.38128 -0.76379 0.84495 1.55 1.22 -0.25
H 2.82965 6.48464 3.31122 -0.11 -0.21 -0.02
H -4.00960 0.79923 4.39993 1.73 -0.38 -1.01
H -2.19144 -1.83761 -5.67523 1.43 0.37 1.42
C -1.33964 -1.65737 -4.89623 0.03 -0.85 -0.58
C -1.62845 -0.23595 -1.87328 -0.79 1.63 -1.33
H -3.22297 3.24085 3.16890 1.63 -0.06 0.70
C 0.44660 0.44185 2.41459 -1.39 -0.48 -3.93
H 1.86421 2.00328 1.28600 -1.86 -1.58 -0.30
C -2.68601 -4.18714 -0.99917 1.15 2.32 -3.01
H -0.36129 -1.61195 4.30540 -1.27 0.29 -1.64
C -2.41051 -2.64564 -0.85431 0.45 -1.60 -2.96
C -2.79836 -6.47392 -2.49220 -0.17 -0.05 -0.67
H -3.13414 0.73428 2.76995 0.57 -0.40 1.75
C -2.15330 3.19854 3.60297 -0.27 -0.25 0.59
H -3.37719 -1.55220 4.24627 1.51 1.22 0.25
H 2.94263 -4.55456 -5.50965 -1.44 1.56 -0.51
C -2.03258 1.84634 4.50321 -1.04 -0.10 -0.36
C -1.76933 -2.45351 -3.57029 -0.95 -2.14 2.82
H 0.98545 0.59601 3.42160 -0.98 -0.31 -1.87
O -1.23852 3.23375 2.47345 -0.02 1.28 1.36
H 5.82111 6.27702 4.70928 -0.08 -0.04 -0.09
O -3.58290 -2.00098 1.32161 4.55 0.48 -3.21
C 0.86130 1.95173 -1.54544 1.80 -1.04 -5.18
C -0.09510 4.09420 2.73944 0.95 -0.80 -0.89
C -1.93605 -1.81615 -2.14437 -0.33 -1.99 0.02
H -1.23801 -0.52056 -4.77243 -0.25 -1.85 0.24
H -3.00108 -4.81157 -0.08815 0.53 1.15 -1.60
H 1.79493 2.36728 -3.80679 -1.15 -0.11 2.62
C -2.96386 0.62887 3.90519 -0.51 0.61 1.14
F -1.36390 -8.57072 -3.16071 -0.90 2.80 1.66
H 0.55511 4.07094 1.77190 -1.21 0.00 1.70
H -0.95652 1.45456 4.61081 -1.54 0.97 -0.07
C 3.39641 5.64066 3.70634 -0.39 0.61 -0.02
C 3.73946 3.47777 3.29913 -0.05 -1.30 0.04
H 3.47187 5.73612 4.79519 0.19 0.06 -0.11
```
Positions in Å, forces in eV/Å.

Energy above the lowest of the compared OMol25 structures with the same formula, charge and spin: 20.216 eV
SMILES: C#Cc1ccc(CCCCCOC)c2c1C(=O)c1c(Cc3ccccc3)cc(CC(=O)F)cc1C2=O.C[C@@H]1COC(=O)O1
DFT total energy: -53858.9276 eV

Per-atom Löwdin charges, elementary charge units: H 0.1095; C 0.0058; H 0.1391; H 0.0930; C -0.1627; C 0.0234; H 0.0914; C 0.0722; C -0.1511; H 0.1233; H 0.1137; C -0.0738; C -0.3434; C 0.0343; H 0.1162; H 0.1631; H 0.0775; C -0.0701; C -0.2012; H 0.0834; H 0.0920; C -0.0793; H 0.0938; C -0.2694; C -0.1280; C -0.0189; H 0.0991; C -0.0423; O 0.0932; C -0.2291; O 0.1436; O 0.0192; C -0.0270; H 0.1310; O 0.0756; H 0.0906; C -0.0918; H 0.1159; C -0.0980; O 0.0291; C 0.0091; H 0.1455; H 0.1143; H 0.1340; C -0.1433; C -0.2214; H 0.1296; C 0.0230; H 0.0949; C 0.0537; H 0.1175; C -0.0125; C -0.0831; H 0.1117; C -0.2167; H 0.1081; H 0.0829; C -0.1594; C -0.0913; H 0.1031; O -0.2511; H 0.0886; O 0.0290; C -0.0716; C -0.1334; C 0.0209; H 0.1117; H 0.1130; H 0.0592; C -0.2072; F -0.0175; H 0.0963; H 0.0970; C -0.1008; C -0.5209; H 0.1441

---

Formula: C37H16AsF9N4OSW
Source: OMol25
Level of theory: ωB97M-V/def2-TZVPD

The geometry in XYZ format:
```
70
Properties=species:S:1:pos:R:3:forces:R:3
C -1.64212 -4.15228 -2.68983 -0.04 0.18 -0.03
C 5.40125 -1.29383 -1.56926 0.00 0.00 -0.01
H 3.22792 -1.49336 1.02238 -0.03 0.00 0.01
C 0.29582 0.51369 4.02762 0.02 0.01 0.00
W 0.56574 2.97204 -0.48815 0.42 0.89 0.04
H -0.65540 0.36580 4.52242 -0.01 0.00 -0.03
H 5.19965 -2.64472 0.08646 0.00 0.01 -0.01
C 1.45036 0.74100 4.76432 0.00 0.00 0.01
H 1.89381 3.36215 -2.88670 0.03 0.03 -0.02
F -0.96256 4.67122 -0.11724 -0.05 0.16 0.04
C -1.87812 5.97641 3.14456 0.00 0.01 0.05
C 0.19796 -1.66318 -0.51625 -0.12 -0.13 -0.04
C -4.01548 -6.78180 -1.61536 0.15 0.21 -0.14
C -0.93302 4.97308 1.23203 -0.15 0.07 -0.31
H 1.11321 -2.18946 -0.26525 0.00 0.01 0.03
C -1.94541 5.71843 1.78709 -0.03 0.02 0.03
C -2.32802 -1.67403 -1.08911 0.14 -0.22 0.01
C 2.66907 0.92938 4.12445 -0.01 0.01 -0.02
H 3.56558 1.10939 4.70361 -0.01 -0.01 0.00
C -1.58623 -0.35446 -3.23796 -0.02 -0.18 0.02
F 1.19304 4.27982 4.02141 0.01 -0.02 0.00
C -3.49003 -2.57891 -0.81258 0.05 0.05 0.00
C -1.04466 -2.79032 -2.45504 -0.07 -0.10 -0.01
N -2.48937 -7.15273 -4.65135 -0.04 -0.05 0.00
C -2.07636 -1.65866 -2.67305 0.04 0.05 0.09
F -2.94930 6.16957 1.04963 -0.02 0.01 -0.02
H 6.26925 -1.79937 -1.97192 0.00 0.00 0.01
F -2.82838 6.68794 3.73846 -0.02 0.02 0.01
H -0.55708 0.28846 2.08044 0.00 0.02 0.06
H 2.58864 4.24932 -1.45354 0.00 -0.01 0.06
C -2.79359 -0.05627 0.86358 0.32 -0.32 0.04
F -4.47931 -2.06603 -0.09120 -0.03 0.05 0.03
H -1.01801 -3.39982 -0.31923 0.03 0.00 0.02
F -4.82092 -4.43093 -0.94823 -0.04 0.02 0.01
C -1.13394 0.37991 -0.87043 0.09 0.28 -0.04
N -3.06668 0.27273 1.94713 -0.06 0.01 -0.07
H 3.68809 1.05768 2.24223 0.00 0.01 -0.03
O 1.07676 3.71345 1.28043 -0.58 0.21 -0.15
C 2.73853 0.89910 2.73899 -0.03 -0.01 0.10
H 3.38612 1.35577 -2.18760 -0.01 -0.01 0.02
C 1.82026 3.56039 -1.82314 -0.36 -0.30 0.26
C -3.66232 -3.82382 -1.26378 0.05 -0.23 -0.15
H 5.37527 0.20686 -3.10464 -0.01 -0.01 0.01
C 0.14599 4.46794 1.92295 0.38 -0.37 -0.15
F 0.12492 -2.69337 -3.16187 0.00 0.03 0.02
C 3.68433 -1.13161 0.10961 0.14 -0.02 -0.09
C -2.35997 -0.34785 -0.43251 -0.46 0.28 -0.17
C -0.96769 -2.50242 -0.93800 0.02 0.08 0.02
N -1.10994 1.87996 -0.58150 0.35 -0.21 -0.12
C 0.18789 4.73720 3.28138 0.18 -0.03 0.18
C 3.17860 -0.01315 -0.54464 0.12 0.13 -0.04
C 1.58113 0.65893 2.00852 -0.04 0.04 0.03
H 1.40100 0.77285 5.84513 0.00 0.00 0.00
H -2.93986 -1.98402 -3.25277 -0.02 0.05 -0.01
C 4.89905 -0.16884 -2.20838 -0.02 0.00 0.04
As 1.57529 0.79324 0.09295 0.03 -0.67 0.30
S -1.07379 2.31381 -2.28933 -0.30 -0.21 -0.19
C -2.78802 -6.63142 -3.66825 -0.04 0.12 0.23
C -3.20646 -5.97896 -2.47164 -0.07 -0.20 0.00
C 0.35422 0.47231 2.64111 0.09 -0.03 0.02
C -0.81279 5.48315 3.88208 0.00 0.02 0.02
C 0.12293 -0.34168 -0.42880 -0.03 0.13 -0.16
N -4.60647 -7.48858 -0.92378 -0.03 -0.03 -0.02
F -0.75285 5.72966 5.18521 0.00 0.00 0.00
C -1.15249 0.53434 -2.37261 -0.05 0.28 0.20
F -0.87537 -4.94417 -3.41883 0.06 -0.01 -0.01
C 4.79921 -1.77208 -0.41292 -0.01 -0.01 0.03
C -2.80780 -4.63819 -2.15956 -0.04 -0.04 0.05
H -1.74458 -0.13358 -4.28599 0.01 -0.02 0.01
C 3.78350 0.47693 -1.69393 0.07 -0.08 -0.06
```
Positions in Å, forces in eV/Å.

Energy above the lowest of the compared OMol25 structures with the same formula, charge and spin: 6.064 eV
Multiplicity: 3
Expectation value of S²: 2.064
DFT total energy: -144582.3525 eV

Per-atom Löwdin charges, elementary charge units: C -0.1033; C -0.0703; H 0.1080; C -0.0560; W 1.1908; H 0.1133; H 0.1097; C -0.0737; H -0.0178; F -0.0075; C -0.1311; C 0.0027; C -0.1815; C -0.1101; H 0.1143; C -0.1361; C -0.2044; C -0.0765; H 0.1067; C -0.0003; F 0.1372; C -0.1256; C -0.2976; N 0.1908; C -0.0723; F 0.1519; H 0.1083; F 0.1438; H 0.0721; H -0.0046; C -0.2866; F 0.1388; H 0.1608; F 0.0897; C -0.5383; N 0.1020; H 0.1069; O -0.2280; C -0.1078; H 0.0777; C -0.2670; C -0.1391; H 0.1085; C -0.2313; F 0.0826; C -0.1078; C -0.1697; C -0.0776; N -0.4086; C -0.1336; C -0.3623; C -0.3706; H 0.1072; H 0.1599; C -0.0690; As 1.2986; S 0.9609; C -0.1836; C -0.1193; C -0.0850; C -0.1257; C -0.2674; N 0.1939; F 0.1444; C -0.3991; F 0.1394; C -0.0664; C -0.0342; H 0.1227; C -0.0971

---

Formula: C5H4CaO2
Source: OMol25
Level of theory: ωB97M-V/def2-TZVPD

The geometry in XYZ format:
```
12
Properties=species:S:1:pos:R:3:forces:R:3
H -0.02273 -2.04465 -1.16530 -0.26 0.22 0.18
H -3.41999 -1.11979 -0.81680 0.27 0.07 -0.03
Ca -3.25450 -1.14704 4.46232 -0.22 0.22 0.21
C -2.46382 -0.69162 -0.50150 -0.30 0.06 0.73
C -0.38620 -2.04762 -0.13522 -0.98 -1.21 0.51
C -1.50775 -1.43002 0.20982 0.85 0.21 -0.12
H 0.00070 -2.87240 0.46789 0.55 0.77 0.29
C -2.07346 -1.80856 2.21284 0.61 -0.65 -3.50
O -3.27644 -1.51644 2.36510 -0.52 0.08 1.23
O -2.25420 1.75658 -0.94195 0.06 -1.18 0.37
C -2.33149 0.64453 -0.70207 -0.09 1.38 -0.50
H -1.78337 -2.87599 2.09739 0.05 0.03 0.64
```
Positions in Å, forces in eV/Å.

Total charge: +2
DFT total energy: -27761.0567 eV

Per-atom Löwdin charges, elementary charge units: H 0.1096; H 0.1606; Ca 1.8008; C -0.0286; C 0.0960; C -0.1509; H 0.0886; C -0.1724; O -0.3149; O 0.3423; C -0.0252; H 0.0941